Record 1
A molecular structure, C20H19BF6FeN2O6S. Source: the OMol25 dataset; level of theory: ωB97M-V with the def2-TZVPD basis set.

Each line ends with the Mulliken charge.
Geometry (Å):
Fe  -1.628  -0.399  -0.840  0.77
O  5.500  0.097  -0.348  -0.76
C  4.775  -0.475  0.488  0.09
O  5.025  -0.961  1.602  -0.73
C  3.287  -0.518  0.082  0.31
C  2.909  -0.442  -1.253  -0.49
C  1.569  -0.359  -1.576  -1.32
N  0.618  -0.309  -0.640  0.95
C  0.975  -0.428  0.639  0.88
C  2.288  -0.551  1.045  -0.74
C  -0.165  -0.382  1.605  0.69
O  -0.012  -0.469  2.797  -0.72
O  -1.329  -0.193  1.010  -0.51
H  3.671  -0.417  -2.020  0.53
H  1.236  -0.290  -2.605  0.50
H  2.520  -0.645  2.097  0.63
C  4.221  2.820  2.147  -1.64
C  2.822  2.853  1.601  0.77
C  2.598  2.861  0.222  -0.76
C  1.315  2.828  -0.289  -0.60
C  0.234  2.807  0.585  1.11
C  0.428  2.814  1.958  -0.58
C  1.723  2.842  2.456  -0.62
S  -1.405  2.583  -0.056  0.53
C  -1.616  4.182  -0.811  -1.11
O  -1.245  1.668  -1.278  -0.62
H  4.950  3.072  1.380  0.38
H  4.465  1.815  2.505  0.27
H  4.327  3.511  2.985  0.48
H  3.446  2.849  -0.452  0.24
H  1.145  2.785  -1.358  0.37
H  -0.420  2.761  2.630  0.38
H  1.879  2.813  3.527  0.38
H  -0.770  4.391  -1.463  0.33
H  -1.687  4.919  -0.013  0.40
H  -2.544  4.149  -1.380  0.42
C  -2.595  -3.710  0.051  -2.05
C  -1.476  -3.422  -0.946  0.91
O  -1.370  -2.097  -1.268  -0.88
C  -0.124  -3.881  -0.342  0.63
F  -0.090  -5.204  -0.125  -0.28
F  0.914  -3.570  -1.118  -0.25
F  0.067  -3.279  0.839  -0.23
C  -1.762  -4.198  -2.256  0.58
F  -2.880  -3.720  -2.820  -0.25
F  -0.783  -4.076  -3.157  -0.24
F  -1.956  -5.508  -2.050  -0.27
H  -2.373  -3.190  0.982  0.41
H  -2.696  -4.776  0.242  0.46
H  -3.527  -3.318  -0.353  0.47
B  -6.279  -0.131  -0.764  0.21
C  -4.716  -0.075  -0.806  0.34
N  -3.560  -0.001  -0.825  -0.40
H  -6.646  0.911  -0.263  -0.13
H  -6.589  -1.092  -0.095  -0.13
H  -6.665  -0.242  -1.908  -0.12

As for the total charge: -1. For the gap between HOMO and LUMO (spin up / spin down), the calculation gives 7.72 / 6.54 eV. The energy above the lowest of the compared OMol25 structures with the same formula, charge and spin comes out at 7.7 kcal per mole. The multiplicity is 6.

=====

Record 2
A molecular structure, C20H19BrCl37. Source: the OMol25 dataset; level of theory: ωB97M-V with the def2-TZVPD basis set.

Each line ends with the Mulliken charge.
Geometry (Å):
Cl  -2.200  4.214  0.431  -0.25
C  -2.907  2.544  0.041  -0.20
Br  -1.340  1.273  0.329  -0.37
C  -3.965  2.102  1.174  -0.30
C  -5.461  2.595  0.918  0.89
C  -6.698  1.702  1.319  -0.33
C  -8.184  2.173  1.114  -0.40
C  -8.410  3.606  0.507  -0.36
C  -7.212  4.531  0.074  -0.55
C  -5.764  3.983  0.304  -0.21
H  -3.940  0.960  1.341  0.14
H  -3.603  2.581  2.169  0.27
H  -6.577  0.647  1.787  -0.23
H  -9.085  1.518  1.403  0.32
H  -9.455  4.051  0.346  0.26
H  -7.408  5.580  -0.361  0.30
H  -4.874  4.636  0.015  0.19
C  2.349  -0.298  1.694  0.74
Cl  1.639  -0.639  3.281  -0.16
Cl  3.813  -1.266  1.448  -0.11
Cl  1.174  -0.598  0.412  -0.07
H  2.620  0.754  1.658  -0.46
C  -6.841  -1.357  -1.562  -0.01
Cl  -8.517  -1.704  -2.018  -0.16
Cl  -6.771  -0.011  -0.412  0.07
Cl  -6.073  -2.799  -0.877  -0.17
H  -6.294  -1.070  -2.459  0.26
C  3.789  -3.311  4.627  0.70
Cl  4.810  -2.861  6.001  -0.15
Cl  4.687  -4.329  3.493  -0.12
Cl  2.327  -4.137  5.184  -0.14
H  3.492  -2.401  4.109  -0.32
C  0.283  6.144  2.687  0.41
Cl  0.728  7.592  1.770  -0.14
Cl  1.580  4.938  2.633  -0.03
Cl  -0.101  6.566  4.363  -0.15
H  -0.606  5.709  2.230  -0.09
C  4.671  3.602  1.036  0.01
Cl  6.292  2.942  1.300  -0.12
Cl  4.186  3.399  -0.652  -0.10
Cl  3.502  2.827  2.115  -0.14
H  4.694  4.667  1.263  0.29
C  2.284  -1.727  -3.487  0.39
Cl  1.509  -0.201  -3.933  -0.09
Cl  3.354  -2.284  -4.784  -0.17
Cl  3.178  -1.550  -1.973  -0.01
H  1.506  -2.476  -3.338  -0.10
C  -5.749  -2.143  3.590  -0.03
Cl  -6.493  -1.942  5.184  -0.15
Cl  -5.710  -0.600  2.723  0.05
Cl  -4.119  -2.813  3.745  -0.12
H  -6.354  -2.843  3.016  0.25
C  2.360  7.230  -2.066  -0.02
Cl  3.203  8.785  -2.010  -0.14
Cl  2.986  6.230  -3.386  -0.13
Cl  2.510  6.385  -0.520  0.02
H  1.304  7.419  -2.251  0.31
C  -1.861  -3.292  -3.630  -0.06
Cl  -0.499  -2.848  -2.593  -0.12
Cl  -1.532  -4.813  -4.476  -0.06
Cl  -3.343  -3.415  -2.676  -0.05
H  -1.996  -2.509  -4.373  0.27
C  -0.341  -7.208  -7.201  0.13
Cl  -1.044  -7.557  -5.616  -0.14
Cl  1.107  -8.189  -7.469  -0.13
Cl  -1.528  -7.489  -8.483  -0.12
H  -0.053  -6.158  -7.225  0.25
C  8.568  -5.437  2.473  0.07
Cl  7.776  -3.923  2.018  -0.05
Cl  9.646  -5.991  1.181  -0.14
Cl  9.463  -5.240  3.987  -0.13
H  7.800  -6.193  2.625  0.28
C  9.641  -1.639  -1.120  -0.04
Cl  8.259  -1.338  -2.183  -0.10
Cl  9.653  -0.487  0.225  -0.12
Cl  9.611  -3.301  -0.514  -0.05
H  10.554  -1.501  -1.697  0.31

As for the total charge: -1. For the gap between HOMO and LUMO, the calculation gives 5.19 eV.

=====

Repeat the first record exactly.
A molecular structure, C20H19BF6FeN2O6S. Source: the OMol25 dataset; level of theory: ωB97M-V with the def2-TZVPD basis set.

Each line ends with the Mulliken charge.
Geometry (Å):
Fe  -1.628  -0.399  -0.840  0.77
O  5.500  0.097  -0.348  -0.76
C  4.775  -0.475  0.488  0.09
O  5.025  -0.961  1.602  -0.73
C  3.287  -0.518  0.082  0.31
C  2.909  -0.442  -1.253  -0.49
C  1.569  -0.359  -1.576  -1.32
N  0.618  -0.309  -0.640  0.95
C  0.975  -0.428  0.639  0.88
C  2.288  -0.551  1.045  -0.74
C  -0.165  -0.382  1.605  0.69
O  -0.012  -0.469  2.797  -0.72
O  -1.329  -0.193  1.010  -0.51
H  3.671  -0.417  -2.020  0.53
H  1.236  -0.290  -2.605  0.50
H  2.520  -0.645  2.097  0.63
C  4.221  2.820  2.147  -1.64
C  2.822  2.853  1.601  0.77
C  2.598  2.861  0.222  -0.76
C  1.315  2.828  -0.289  -0.60
C  0.234  2.807  0.585  1.11
C  0.428  2.814  1.958  -0.58
C  1.723  2.842  2.456  -0.62
S  -1.405  2.583  -0.056  0.53
C  -1.616  4.182  -0.811  -1.11
O  -1.245  1.668  -1.278  -0.62
H  4.950  3.072  1.380  0.38
H  4.465  1.815  2.505  0.27
H  4.327  3.511  2.985  0.48
H  3.446  2.849  -0.452  0.24
H  1.145  2.785  -1.358  0.37
H  -0.420  2.761  2.630  0.38
H  1.879  2.813  3.527  0.38
H  -0.770  4.391  -1.463  0.33
H  -1.687  4.919  -0.013  0.40
H  -2.544  4.149  -1.380  0.42
C  -2.595  -3.710  0.051  -2.05
C  -1.476  -3.422  -0.946  0.91
O  -1.370  -2.097  -1.268  -0.88
C  -0.124  -3.881  -0.342  0.63
F  -0.090  -5.204  -0.125  -0.28
F  0.914  -3.570  -1.118  -0.25
F  0.067  -3.279  0.839  -0.23
C  -1.762  -4.198  -2.256  0.58
F  -2.880  -3.720  -2.820  -0.25
F  -0.783  -4.076  -3.157  -0.24
F  -1.956  -5.508  -2.050  -0.27
H  -2.373  -3.190  0.982  0.41
H  -2.696  -4.776  0.242  0.46
H  -3.527  -3.318  -0.353  0.47
B  -6.279  -0.131  -0.764  0.21
C  -4.716  -0.075  -0.806  0.34
N  -3.560  -0.001  -0.825  -0.40
H  -6.646  0.911  -0.263  -0.13
H  -6.589  -1.092  -0.095  -0.13
H  -6.665  -0.242  -1.908  -0.12

As for the total charge: -1. For the gap between HOMO and LUMO (spin up / spin down), the calculation gives 7.72 / 6.54 eV. The energy above the lowest of the compared OMol25 structures with the same formula, charge and spin comes out at 7.7 kcal per mole. The multiplicity is 6.